No. 1
DFT (the ωB97M-V functional and the def2-TZVPD basis) results for a molecular structure, C18H27ClN2PtS.

As for the expectation value of S²: 6.02. The net charge is +2. The calculation puts the LUMO energy (alpha / beta) at -6.087 / -9.890 eV. The total energy comes out at -1788.54464 Ha. The spin multiplicity is 5. The calculation puts the orbital gap (alpha / beta) at 7.99 / 4.64 eV. As for the highest occupied orbital energy (alpha / beta): -14.074 / -14.535 eV.

The geometry in XYZ format:
```
50
Properties=species:S:1:pos:R:3:forces:R:3:mulliken_charge:R:1
C -4.45169 -3.24731 -2.56953 -1.0 -0.6 -0.7 1.07
C -5.12712 -2.14344 -3.39189 0.1 0.1 0.1 -1.36
C -3.92070 -4.35679 -3.48497 0.1 0.1 0.1 -1.37
C -5.42403 -3.82108 -1.53192 0.1 0.1 0.1 -1.36
Cl -3.04358 -2.51712 -1.68756 0.3 0.2 0.2 -0.22
H -4.74904 -4.82189 -4.03692 0.1 0.2 0.2 0.35
H -3.42344 -5.13872 -2.90008 -0.1 0.2 -0.1 0.37
H -3.21285 -3.95155 -4.21670 -0.1 -0.1 0.1 0.37
H -5.98647 -2.55193 -3.94134 0.2 0.0 0.2 0.35
H -4.42890 -1.72083 -4.12310 -0.1 -0.1 0.1 0.37
H -5.49304 -1.34190 -2.74041 0.1 -0.1 -0.1 0.37
H -6.29087 -4.27284 -2.03368 0.3 0.1 0.0 0.35
H -5.79261 -3.03251 -0.86628 0.1 -0.2 -0.1 0.37
H -4.93833 -4.59889 -0.93199 -0.1 0.2 -0.1 0.37
C 2.51701 0.88290 -0.31017 0.1 0.1 -1.3 -0.32
C 2.58306 -0.49276 -0.77607 0.0 0.9 -1.2 -0.82
C 1.35095 -0.75417 -1.50615 0.5 0.4 -0.6 -0.49
H 3.48217 -1.12400 -0.73122 -0.7 0.3 0.0 0.48
C 0.53656 0.43418 -1.47879 0.4 -0.4 -0.4 -0.73
C 1.23801 1.44112 -0.73279 1.1 0.2 -0.6 -0.02
H 0.92506 2.48780 -0.58578 0.1 -0.9 -0.1 0.38
H 3.32534 1.42491 0.18768 -0.5 -0.4 -0.3 0.56
H 1.17641 -1.63599 -2.13395 -0.1 0.4 0.6 0.52
H -0.40206 0.59619 -2.03447 0.5 -0.3 0.6 0.45
C 0.41237 -1.14283 3.15895 0.8 -0.6 -0.1 -0.35
C 1.84485 -1.22171 2.84888 -0.6 -0.9 0.3 -0.41
C 2.02165 -2.20954 1.80089 -0.9 -0.3 0.7 -0.45
H 2.66449 -0.73320 3.39226 -0.6 -0.3 -0.3 0.50
C 0.70063 -2.73395 1.47121 0.2 0.2 0.8 -0.52
C -0.27530 -2.06613 2.30596 0.7 -0.5 -0.3 -0.32
H -1.35023 -2.29533 2.36537 0.7 0.2 -0.2 0.47
H -0.05319 -0.53981 3.95475 0.4 -0.3 -0.6 0.53
H 2.99440 -2.61617 1.47774 -0.8 0.4 0.1 0.49
H 0.51282 -3.61682 0.84583 0.0 0.7 0.1 0.49
Pt 1.01512 -0.30809 0.79017 -1.1 0.1 2.0 1.05
S 1.13889 1.46487 2.43647 -0.4 0.2 1.0 -0.43
C 1.92521 2.90306 1.94722 1.2 2.7 -1.7 0.27
N 3.26621 3.07560 1.98345 -1.8 -1.6 0.6 -0.04
C 3.97043 4.33348 1.84485 0.8 0.3 -0.3 -0.58
C 2.98442 5.46007 1.73520 0.2 0.5 0.3 -0.64
C 1.87203 5.07394 0.80299 -0.1 0.3 -0.3 -0.56
N 1.23408 3.91860 1.39097 -0.2 -1.8 0.8 -0.08
H 3.75513 2.26457 2.31229 0.4 -0.1 0.3 0.27
H 4.59882 4.25156 0.95363 0.0 0.2 0.0 0.34
H 4.63722 4.47127 2.70240 -0.2 -0.1 -0.1 0.33
H 3.48125 6.35459 1.38935 0.2 0.2 -0.1 0.36
H 2.56799 5.67265 2.72048 -0.1 0.1 0.0 0.32
H 2.25911 4.79657 -0.18587 0.0 0.1 0.1 0.24
H 1.13167 5.86826 0.66309 0.1 -0.2 0.1 0.44
H 0.24009 3.83108 1.44957 -0.5 0.2 -0.1 0.27
```
Positions in Å, forces in eV/Å.

---

No. 2
DFT (the ωB97M-V functional and the def2-TZVPD basis) results for a molecular structure, C18H27ClNO4P2Ru.

As for the expectation value of S²: 6.06. The net charge is +3. The calculation puts the LUMO energy (alpha / beta) at -9.710 / -12.568 eV. The total energy comes out at -2294.53227 Ha. The spin multiplicity is 5. The calculation puts the orbital gap (alpha / beta) at 7.29 / 6.29 eV. As for the highest occupied orbital energy (alpha / beta): -16.997 / -18.857 eV.

The geometry in XYZ format:
```
54
Properties=species:S:1:pos:R:3:forces:R:3:mulliken_charge:R:1
Ru -0.34003 -0.44686 -0.25468 0.5 0.0 2.5 -0.87
P 1.87721 -0.61974 -0.33063 1.4 -0.9 0.5 1.48
C 2.08432 -1.18665 -2.00119 0.5 -0.2 -1.0 -1.68
C 0.95014 -1.78600 -2.60585 -0.4 -0.3 -0.2 1.18
N -0.28895 -1.52594 -2.02465 0.6 1.9 0.7 0.07
C -1.45110 -1.75277 -2.65789 0.4 -0.5 0.5 0.73
C -1.43673 -2.66500 -3.70463 -0.1 -0.2 -0.2 -0.88
C -0.22925 -3.08470 -4.25470 -0.4 -0.3 0.0 -0.39
C 0.95832 -2.60164 -3.76322 1.0 1.2 0.7 -1.02
C -2.64803 -1.02822 -2.11657 0.1 0.4 0.5 -1.28
P -2.02894 0.52785 -1.25968 -2.9 0.2 -1.6 1.23
H 1.92783 -2.74201 -4.23234 -0.3 -0.4 -0.1 0.52
H -2.37707 -3.07467 -4.02395 -0.2 0.1 -0.5 0.56
H -0.20111 -3.78652 -5.07624 -0.2 0.0 -0.1 0.48
H -3.35244 -0.72633 -2.89208 0.0 -0.3 -0.1 0.58
H -3.19807 -1.60466 -1.36542 0.0 -0.2 -0.1 0.47
H 1.89784 0.77731 -3.09272 -0.2 -0.9 0.1 0.27
H 3.07945 -1.20703 -2.48607 -0.7 -0.3 0.2 0.52
H 1.01111 2.47332 -1.71423 -0.3 0.2 -0.4 0.40
O 1.70605 1.66258 -3.38602 0.6 0.6 0.3 -0.65
H 2.60446 1.96345 -3.61856 -0.5 0.4 -0.2 0.33
H 0.14001 1.10122 -0.53960 0.0 0.1 -0.6 0.71
O 0.44283 2.63983 -0.93201 1.3 -0.5 0.7 -0.51
H 1.10918 2.89105 -0.24582 -0.9 0.1 -0.4 0.35
C -1.95865 1.71154 -2.62706 0.4 0.2 -0.1 -1.25
H -2.79737 1.49466 -3.30975 0.2 0.2 0.4 0.47
H -2.01753 2.73836 -2.22087 0.1 -0.5 -0.3 0.40
H -1.02971 1.58492 -3.20461 -0.2 0.2 0.2 0.32
C -3.37549 1.05699 -0.18578 -0.1 0.2 0.3 -1.36
H -3.06461 1.99271 0.30669 -0.2 -0.3 -0.1 0.37
H -4.28694 1.25301 -0.77443 0.3 -0.1 0.2 0.47
H -3.56766 0.27584 0.57003 0.0 0.4 -0.3 0.40
C 2.32019 -2.16975 0.53557 0.0 0.2 -0.1 -1.37
H 3.28826 -2.47424 0.14514 0.2 -0.1 0.1 0.52
H 2.36313 -2.03100 1.61165 0.0 0.0 0.1 0.36
H 1.60062 -2.94626 0.28531 -0.1 -0.1 0.1 0.39
C 3.09950 0.58718 0.20492 0.4 0.3 -0.3 -1.09
H 2.85366 0.93410 1.22789 0.1 -0.1 -0.6 0.32
H 4.08144 0.07839 0.23389 -0.4 0.3 0.0 0.46
H 3.15316 1.43666 -0.50536 0.0 -0.4 0.5 0.33
Cl 0.03668 1.33902 8.23095 -0.1 -0.1 -1.0 0.06
C -0.09013 1.05566 6.56954 0.2 0.3 1.7 0.44
C -0.38210 -0.23820 6.11760 -0.4 -1.5 -1.4 -0.60
C -0.48462 -0.46676 4.74900 0.1 -0.4 1.5 -0.38
C -0.27265 0.59689 3.87103 -0.4 -0.3 -0.7 0.53
C -0.00463 1.90093 4.30733 0.3 0.5 1.1 -0.34
C 0.10467 2.12011 5.67642 0.1 1.0 -1.9 -0.58
C -0.35813 0.30885 2.39805 0.6 -0.1 -1.3 1.24
O -0.45466 -0.91572 2.00457 -0.2 1.9 -0.3 -0.92
O -0.22923 1.29160 1.58994 -0.4 -2.2 0.2 -0.64
H -0.53436 -1.06099 6.80519 0.0 0.2 0.1 0.48
H -0.70225 -1.46667 4.36266 0.1 0.4 0.2 0.45
H 0.13652 2.70156 3.57297 -0.1 -0.3 0.4 0.45
H 0.33586 3.11276 6.03027 0.0 0.0 0.2 0.48
```
Positions in Å, forces in eV/Å.

---

No. 3
DFT (the ωB97M-V functional and the def2-TZVPD basis) results for 3 unconnected molecules or ions with the total composition C18H27F3NO7P.

The calculation puts the LUMO energy at -1.534 eV. The total energy comes out at -1924.46753 Ha. The calculation puts the orbital gap at 7.38 eV. As for the highest occupied orbital energy: -8.915 eV.

The geometry in XYZ format:
```
57
Properties=species:S:1:pos:R:3:forces:R:3:mulliken_charge:R:1
N -3.08465 2.74212 -0.94766 1.0 0.0 0.3 -0.66
P -2.75518 1.05209 -0.94310 -0.7 -1.0 -0.3 0.34
O -2.93137 0.62032 0.65267 0.1 0.3 -0.3 -0.51
C -0.92103 1.09547 -1.04965 0.2 0.6 0.0 0.00
C -0.21920 1.97154 -1.78376 -0.4 -0.5 0.3 -0.55
C 1.25666 2.10562 -1.67661 0.1 0.3 -0.5 0.44
O 1.83546 2.82266 -2.47957 -0.2 -0.3 0.2 -0.66
C 1.93339 1.45592 -0.52322 -0.1 -0.3 0.3 0.83
C 3.36044 1.78611 -0.13463 -0.5 -0.1 -0.3 -0.85
C 4.24181 2.30502 -1.25659 0.8 0.0 0.2 -0.24
O 4.58343 1.28064 -2.16346 -0.1 0.0 0.1 -0.62
C 5.54182 2.81579 -0.65108 0.0 0.4 0.1 0.56
F 6.44566 3.14297 -1.58355 -0.1 -0.1 0.2 -0.26
F 5.27149 3.94466 0.06445 0.2 -0.4 -0.2 -0.28
F 6.10908 1.93964 0.19580 0.0 0.1 -0.2 -0.27
C 1.21487 0.57025 0.19616 0.3 0.2 -0.1 0.43
C 1.60027 -0.01657 1.50496 0.0 -0.5 0.4 -0.72
C 0.55194 0.33727 2.58229 0.2 0.2 0.2 -0.21
C 1.06982 1.31666 3.63442 -0.4 0.1 -0.1 -0.71
O 1.95266 2.29895 3.11459 0.1 -0.2 0.1 -0.50
C -0.09601 0.08572 -0.33495 -0.2 -0.8 -0.1 -0.04
O -0.39114 -1.09932 -0.27046 0.0 1.2 0.1 -0.60
H -3.67753 3.00550 -0.16769 -0.4 -0.1 -0.3 0.27
H -2.22447 3.27903 -0.84074 -0.1 0.1 0.0 0.34
H -2.57751 1.31344 1.22030 0.1 0.0 0.3 0.27
H -0.71755 2.60793 -2.49679 0.1 0.4 -0.1 0.69
H 3.37849 2.45118 0.72310 0.0 0.3 0.1 0.43
H 3.80820 0.85933 0.19533 0.3 -0.2 0.1 0.44
H 3.82247 3.15209 -1.77747 -0.1 0.2 0.0 0.51
H 3.88080 1.24695 -2.81403 -0.1 0.0 -0.3 0.42
H 1.66315 -1.09865 1.44163 0.0 -0.2 -0.2 0.11
H 2.56165 0.33462 1.84948 0.3 0.1 -0.1 0.39
H -0.33906 0.77318 2.13791 -0.2 0.0 -0.2 -0.18
H 0.21830 -0.55934 3.08762 -0.1 -0.2 0.1 0.36
H 1.57710 0.79968 4.43758 0.4 -0.1 0.1 0.36
H 0.20958 1.81596 4.07906 -0.2 0.0 0.2 0.39
H 1.55857 2.62013 2.30214 0.0 0.3 -0.2 0.30
C 2.33679 -5.93257 -0.20276 0.0 0.0 0.2 -1.22
C 2.07540 -4.47861 0.10912 0.0 0.0 0.0 0.85
O 2.21437 -4.03729 1.22582 0.0 0.0 0.1 -0.54
C 1.63344 -3.60073 -1.03453 0.1 0.1 0.1 -0.49
H 2.64653 -6.44882 0.70267 0.0 0.0 0.0 0.34
H 1.43015 -6.40021 -0.58936 0.0 0.0 -0.1 0.31
H 3.12598 -6.01757 -0.95111 -0.1 0.0 -0.1 0.31
H 0.69693 -3.96997 -1.45466 0.0 0.0 -0.1 0.34
H 2.39724 -3.58904 -1.81451 -0.1 -0.1 -0.1 0.37
H 1.47862 -2.59127 -0.66739 0.0 0.0 0.0 -0.26
C -8.09697 -0.80190 -1.10197 0.1 0.2 -0.1 -1.21
C -6.63898 -0.57214 -0.78104 0.0 -0.1 0.1 0.85
O -5.99141 0.27132 -1.35261 0.0 0.2 0.0 -0.50
C -6.02667 -1.44712 0.28610 0.2 0.1 -0.1 -0.84
H -8.41027 -0.11194 -1.88171 0.0 0.0 0.0 0.31
H -8.24693 -1.82546 -1.44840 0.0 0.0 0.1 0.32
H -8.70576 -0.63675 -0.21179 0.0 -0.1 0.0 0.32
H -6.09524 -2.49596 -0.00685 -0.1 0.0 0.1 0.33
H -6.55478 -1.30856 1.23104 -0.1 -0.1 0.0 0.31
H -4.98084 -1.17994 0.41944 0.0 0.0 0.0 0.08
```
Positions in Å, forces in eV/Å.

---

No. 4
DFT (the ωB97M-V functional and the def2-TZVPD basis) results for 2 unconnected molecules or ions with the total composition C18H27F7N2O6S2.

The calculation puts the LUMO energy at -1.058 eV. The total energy comes out at -2758.37201 Ha. The calculation puts the orbital gap at 8.31 eV. As for the highest occupied orbital energy: -9.369 eV.

The geometry in XYZ format:
```
62
Properties=species:S:1:pos:R:3:forces:R:3:mulliken_charge:R:1
C 4.58709 2.95595 -0.54121 -0.1 -0.7 0.2 -0.84
C 4.89723 1.44121 -0.16014 -0.6 0.9 0.2 -0.47
O 3.72678 0.65874 -0.49402 1.3 -0.3 -0.9 -0.19
C 3.98796 -0.20153 -1.61312 -1.5 -0.3 0.2 -0.64
C 2.56115 -0.80242 -2.04470 1.8 -0.3 0.3 -0.53
O 1.72224 -0.74329 -0.86915 -1.3 0.2 -1.4 -0.46
C 0.52770 -0.12149 -1.09200 -2.1 1.9 0.7 0.32
C 0.26892 1.10682 -0.31197 -0.9 -0.5 -0.7 -0.02
C -0.96618 1.82582 -0.42279 0.6 -1.1 -0.4 -0.63
C -1.37859 3.09713 0.35956 0.7 0.0 -0.6 -1.25
C -0.54758 3.38704 1.66327 -1.3 0.6 1.1 0.77
C -0.38057 2.15302 2.63835 1.3 -0.4 -0.6 -1.05
C -1.35720 4.53028 2.45159 -0.1 0.3 -0.6 -1.29
N -1.90199 1.34105 -1.33018 1.1 -0.3 0.0 0.32
C -1.73791 0.21930 -2.07852 2.0 -1.1 0.3 -0.81
C -0.52920 -0.57905 -1.99655 0.4 1.2 0.2 0.92
C -0.38121 -1.88037 -2.82870 -0.7 -0.4 0.6 -1.13
C -0.89779 -3.09595 -1.90692 0.3 1.2 0.2 -0.29
C 0.31123 -3.79983 -1.17668 -0.4 -0.8 -0.4 -0.89
C 0.19947 -3.79098 0.37664 0.3 -0.2 0.3 0.83
F -1.00958 -4.31587 0.79536 1.1 0.7 -0.6 -0.32
F 0.31304 -2.53333 0.93827 -0.3 -1.0 -0.9 -0.24
C 1.34004 -4.68611 1.06342 0.2 -0.3 0.7 0.47
F 1.89994 -4.08452 2.15137 -0.7 -0.5 -1.3 -0.25
F 0.79312 -5.85965 1.49483 0.9 1.1 -0.8 -0.25
F 2.36811 -4.95344 0.18775 -1.2 0.2 0.9 -0.27
H 4.73801 3.58369 0.36969 0.1 -0.2 -1.0 0.30
H 5.18088 3.29754 -1.42241 -0.3 -0.1 0.9 0.28
H 3.50275 3.02548 -0.82245 1.0 -0.1 0.3 0.17
H 5.79774 1.03958 -0.68622 -0.6 0.4 0.5 0.39
H 5.03349 1.35519 0.95132 0.0 0.0 -1.1 0.30
H 4.66450 -1.04687 -1.29862 -0.5 0.9 -0.4 0.36
H 4.38318 0.36567 -2.49417 0.0 -0.5 0.7 0.35
H 2.76232 -1.87683 -2.31823 -0.5 1.0 0.1 0.24
H 2.11220 -0.25427 -2.90653 0.3 -0.4 0.8 0.42
H 1.03358 1.49127 0.40534 -0.7 -0.6 -0.8 0.59
H -2.47688 3.04438 0.56554 0.9 -0.2 0.0 0.62
H -1.22136 3.98220 -0.32641 -0.2 -0.8 0.5 0.30
H 0.44350 3.84725 1.40196 -0.8 -0.8 0.1 0.38
H 0.72464 2.06170 2.85729 -1.1 0.0 0.0 0.21
H -0.89369 2.26126 3.62094 0.2 0.0 -1.0 0.46
H -0.66117 1.17349 2.16356 0.0 1.0 0.6 0.01
H -1.58817 4.24715 3.50462 0.4 0.2 -0.8 0.34
H -0.79980 5.50103 2.44241 -0.4 -0.8 0.1 0.30
H -2.35035 4.73386 1.95708 1.0 -0.2 0.5 0.34
H -2.77832 1.85625 -1.44572 0.3 -0.3 0.4 0.36
H -2.55566 -0.09146 -2.76578 0.7 0.4 0.8 0.31
H 0.66693 -2.11305 -3.13415 -0.8 0.5 0.3 0.35
H -0.97152 -1.81365 -3.78589 0.4 0.0 1.1 0.50
H -1.54960 -2.63891 -1.11023 0.3 -0.6 -0.9 0.12
H -1.50961 -3.78338 -2.53733 0.6 0.3 0.7 0.35
H 1.30925 -3.40776 -1.51592 -1.0 -0.2 0.6 0.20
H 0.30797 -4.88153 -1.49533 0.1 0.9 0.6 0.65
N -4.26862 -1.13224 2.35291 0.0 0.4 -0.6 -0.42
S -3.51254 -0.54659 1.11065 1.9 0.0 -0.8 1.24
O -3.54721 0.88415 0.93504 -0.5 -0.3 0.1 -0.60
O -3.50343 -1.33454 -0.09385 -0.4 0.2 0.2 -0.63
F -2.00872 -0.75054 1.60981 -0.3 -0.2 0.4 -0.26
S -5.83636 -1.02486 2.20464 -3.1 0.0 0.6 1.10
O -6.53295 -1.24957 3.43348 1.1 -0.3 0.0 -0.63
O -6.43121 -1.60961 1.03961 1.0 0.1 0.0 -0.56
F -6.08002 0.53599 1.97960 0.4 0.1 -0.1 -0.26
```
Positions in Å, forces in eV/Å.